1.
# C3H3NO2

C3H3NO2 in the gas phase (ωB97M-V with the def2-TZVPD basis set, the OMol25 dataset).

Structure (XYZ):
```
9
Properties=species:S:1:pos:R:3:forces:R:3:lowdin_charge:R:1
C 0.397 0.088 -0.070 -1.21 -2.72 0.88 -0.349
C -0.034 -1.406 -0.150 4.63 2.43 0.53 -0.101
C 1.682 0.071 0.123 1.81 -0.53 -0.65 -0.173
N -0.431 1.162 0.192 -3.64 -0.71 -0.76 0.049
O 2.827 -0.027 0.046 0.57 0.19 0.47 0.207
O -1.164 -1.618 -0.607 -4.53 -0.23 -1.03 0.042
H -1.340 0.708 0.503 1.35 1.63 -0.08 0.106
H -0.131 1.900 0.788 0.22 0.17 0.53 0.079
H -1.806 -0.878 -0.825 0.79 -0.23 0.13 0.139
```
Forces are in eV/Å.

Values from the calculation:
Orbital gap (eV): 8.245
Energy above the lowest of the compared OMol25 structures with the same formula, charge and spin (eV): 4.926
Highest occupied orbital energy (eV): -8.04
E_tot (eV): -8740.205
Total charge: 0

=====

2.
# C32H54O39S6

A molecular structure, C32H54O39S6 (ωB97M-V with the def2-TZVPD basis set, the OMol25 dataset).

Structure (XYZ):
```
131
Properties=species:S:1:pos:R:3:forces:R:3:lowdin_charge:R:1
C 9.762 -24.399 -0.399 -0.11 0.99 -0.16 -0.048
C 9.808 -24.484 -1.941 0.02 -0.54 0.06 -0.127
O 8.672 -23.717 -2.363 -0.10 -0.54 -0.46 -0.178
S 8.311 -22.565 -1.382 -0.82 0.45 0.44 0.548
O 6.900 -22.627 -1.152 0.62 -0.33 0.36 -0.214
O 8.837 -21.330 -1.825 0.32 0.80 -0.44 -0.218
O 9.207 -23.002 -0.161 0.56 -1.39 -0.15 -0.211
H 10.732 -24.504 0.133 -0.83 0.27 -0.47 0.118
H 8.985 -25.041 0.006 0.24 -0.36 0.02 0.135
H 9.669 -25.479 -2.361 -0.22 -0.15 0.52 0.139
H 10.681 -24.121 -2.468 0.44 0.54 0.50 0.122
C 9.803 -16.315 1.919 -2.60 0.77 0.06 -0.170
C 9.452 -15.723 3.324 0.12 -1.50 0.41 -0.133
O 10.539 -16.119 4.148 1.57 -1.10 -0.28 -0.186
S 11.180 -17.486 3.548 -0.87 -1.04 1.54 0.622
O 10.428 -18.620 4.041 0.43 1.52 -0.94 -0.220
O 12.579 -17.488 3.708 0.69 0.19 0.20 -0.214
O 10.905 -17.171 2.013 0.14 0.08 0.50 -0.161
H 9.904 -15.521 1.222 1.24 0.74 -0.62 0.117
H 8.951 -16.828 1.499 -0.28 -0.73 0.25 0.110
H 8.587 -16.176 3.815 -0.34 0.13 -0.64 0.121
H 9.412 -14.661 3.415 -0.12 0.71 -0.42 0.122
C 12.942 -22.312 8.259 -0.92 -0.45 -1.65 -0.094
C 12.415 -21.892 6.856 -0.11 -0.17 0.74 -0.120
O 13.039 -22.827 5.980 -0.34 -0.12 -0.77 -0.201
S 14.326 -23.545 6.567 -0.09 2.92 -2.69 0.572
O 15.465 -22.754 6.149 -0.34 -1.70 0.12 -0.238
O 14.144 -24.909 6.220 0.82 -0.43 0.47 -0.220
O 14.059 -23.160 8.009 0.28 -1.05 2.38 -0.168
H 12.194 -22.829 8.822 -0.30 -0.59 0.34 0.124
H 13.306 -21.509 8.796 0.72 1.77 1.11 0.104
H 12.703 -20.857 6.638 -0.24 -0.43 -0.15 0.112
H 11.332 -22.064 6.785 0.47 0.31 -0.10 0.123
C 13.118 -25.670 3.162 0.57 -0.46 0.01 -0.148
C 14.277 -25.295 2.195 -2.03 1.50 0.52 -0.121
O 13.968 -25.951 0.955 -0.32 -0.30 -0.37 -0.179
S 12.653 -26.864 1.098 0.52 0.18 1.93 0.571
O 13.031 -28.151 1.523 0.63 -1.03 0.16 -0.206
O 11.778 -26.760 0.007 -0.58 0.82 -1.43 -0.220
O 12.014 -26.106 2.343 0.42 0.52 -0.90 -0.179
H 12.804 -24.848 3.755 -0.38 0.86 0.20 0.097
H 13.341 -26.472 3.831 0.45 -0.62 0.32 0.118
H 15.258 -25.429 2.582 0.74 -1.08 0.07 0.124
H 14.202 -24.211 2.052 -0.14 -0.19 -0.48 0.116
C 2.657 -22.539 4.653 1.23 0.76 -1.20 -0.100
C 3.384 -23.769 4.094 -0.01 -0.44 0.07 -0.131
O 3.866 -23.383 2.786 -0.47 -0.66 0.09 -0.194
S 3.306 -21.986 2.354 0.20 0.69 0.77 0.610
O 2.884 -22.030 0.995 -0.53 -0.01 0.57 -0.213
O 4.324 -21.056 2.730 -0.73 0.44 -0.11 -0.236
O 2.057 -21.877 3.426 2.09 -1.05 -0.02 -0.185
H 3.385 -21.871 5.174 -0.61 -0.26 -0.71 0.119
H 1.875 -22.775 5.312 -1.18 -0.30 0.59 0.112
H 2.779 -24.672 3.940 -0.23 0.47 0.07 0.134
H 4.241 -24.063 4.698 0.07 0.32 0.03 0.118
C 6.998 -22.209 3.209 -0.03 1.44 0.96 -0.134
C 8.528 -21.944 3.263 -0.39 -1.73 0.63 -0.090
O 8.919 -22.346 4.631 -0.28 -1.25 -0.30 -0.211
S 7.978 -23.543 5.179 -2.47 6.01 0.61 0.647
O 7.789 -23.211 6.582 0.57 -1.57 -1.55 -0.246
O 8.227 -24.804 4.663 1.23 -2.53 -0.34 -0.181
O 6.639 -22.999 4.387 1.03 -0.25 0.13 -0.221
H 6.596 -22.667 2.311 0.32 -0.25 -0.01 0.123
H 6.527 -21.214 3.321 -0.08 -0.85 0.02 0.109
H 8.750 -20.901 3.226 0.32 0.53 -0.35 0.105
H 9.075 -22.550 2.534 0.12 0.31 0.21 0.114
C 12.195 -21.464 -1.910 0.38 -0.35 -0.35 -0.016
C 12.501 -21.220 -0.497 1.63 -0.17 2.33 -0.276
C 11.539 -20.257 0.214 0.62 0.68 0.23 -0.076
O 11.366 -20.784 1.529 0.17 -0.65 -0.74 0.059
C 11.938 -22.012 1.573 0.00 1.05 3.22 -0.577
O 12.036 -22.564 2.655 -0.17 -0.42 -1.87 0.133
O 12.468 -22.363 0.425 -0.57 -1.30 -0.96 0.080
H 12.890 -22.159 -2.395 -0.37 -0.05 0.18 0.104
H 12.394 -20.495 -2.332 -0.07 0.52 -0.65 0.100
H 11.149 -21.676 -2.047 -0.27 -0.29 -0.28 0.057
H 13.597 -21.015 -0.341 -1.04 0.85 -0.59 0.174
H 10.572 -20.152 -0.259 -0.17 -0.08 -0.24 0.109
H 12.006 -19.283 0.356 -0.17 0.17 -0.27 0.135
C 4.858 -23.438 10.927 1.10 0.42 0.65 -0.022
C 5.789 -23.253 9.774 -1.97 -0.61 -1.54 -0.317
C 5.636 -24.390 8.731 -1.48 0.98 0.15 -0.040
O 5.135 -23.654 7.590 0.11 -1.82 -0.62 0.057
C 5.261 -22.361 7.728 -0.67 2.70 -0.75 -0.560
O 5.070 -21.541 6.831 0.46 -1.69 2.19 0.108
O 5.512 -22.046 9.038 0.24 -0.16 -0.92 0.081
H 3.852 -23.492 10.575 -0.79 -0.98 -0.30 0.081
H 4.796 -22.512 11.509 0.65 -0.37 0.45 0.093
H 5.295 -24.327 11.470 -1.18 0.98 -0.11 0.123
H 6.772 -23.246 10.037 2.80 0.47 1.16 0.119
H 4.854 -25.081 9.065 0.13 0.05 -0.30 0.132
H 6.519 -24.942 8.467 0.52 0.09 -0.20 0.125
C 7.215 -18.656 5.910 -0.33 -0.57 -0.26 -0.015
C 7.905 -18.940 7.241 -0.19 0.03 0.68 -0.256
C 8.477 -20.392 7.432 -0.84 1.62 -1.65 -0.068
O 9.854 -20.199 7.701 0.50 -0.93 0.16 0.064
C 10.226 -18.919 7.535 -1.05 -0.21 -0.24 -0.574
O 11.337 -18.506 7.573 0.16 -0.01 0.10 0.172
O 9.120 -18.197 7.321 0.18 1.63 -0.16 0.075
H 7.696 -19.128 5.056 0.14 -0.49 0.08 0.073
H 7.213 -17.621 5.619 0.14 0.73 0.50 0.069
H 6.156 -18.947 5.948 0.34 -0.25 0.03 0.088
H 7.208 -18.568 8.038 0.85 -0.51 -0.33 0.161
H 8.297 -20.843 6.465 0.59 -0.50 -0.10 0.095
H 8.036 -21.014 8.158 -0.49 -0.41 1.13 0.106
C 17.524 -18.737 4.663 0.71 -1.08 -2.54 -0.040
C 16.271 -18.537 5.414 0.09 -0.30 1.02 -0.336
C 15.166 -19.568 5.202 -1.81 2.65 0.28 -0.039
O 14.642 -19.770 6.532 -0.27 -0.35 -1.48 0.066
C 15.561 -19.385 7.372 1.10 0.29 2.47 -0.607
O 15.549 -19.614 8.546 -0.26 -0.12 0.15 0.149
O 16.550 -18.679 6.802 -0.07 -0.34 0.38 0.092
H 18.165 -17.912 4.874 0.63 0.62 0.01 0.067
H 17.193 -18.648 3.577 0.82 -0.17 0.98 0.111
H 18.164 -19.686 4.779 -1.56 1.16 0.15 0.125
H 15.960 -17.488 5.333 -0.36 -0.33 -0.57 0.164
H 15.456 -20.480 4.797 0.75 -1.68 -0.65 0.106
H 14.346 -19.108 4.638 0.20 -0.39 -0.15 0.127
C 4.337 -18.892 0.355 -2.33 -0.81 -1.62 -0.031
C 5.231 -19.971 -0.133 2.36 0.07 0.03 -0.262
C 6.055 -19.652 -1.465 -0.57 1.03 1.09 -0.035
O 7.246 -18.940 -0.949 -1.07 -1.61 1.25 0.034
C 7.428 -19.411 0.338 -0.57 -0.92 -0.80 -0.545
O 8.465 -19.358 0.921 0.32 0.57 0.33 0.142
O 6.335 -20.052 0.845 0.85 0.55 -1.26 0.035
H 3.779 -19.182 1.238 0.52 0.15 0.41 0.071
H 3.544 -18.872 -0.411 -0.06 0.27 0.05 0.102
H 4.728 -17.908 0.367 0.77 0.82 0.34 0.083
H 4.746 -20.940 -0.099 0.05 -0.02 -0.36 0.124
H 5.539 -18.892 -2.042 -0.23 -0.09 -0.22 0.121
H 6.326 -20.503 -2.107 0.04 0.30 0.66 0.107
```
Forces are in eV/Å.

Values from the calculation:
Orbital gap (eV): 10.401
Energy above the lowest of the compared OMol25 structures with the same formula, charge and spin (eV): 0.000
Highest occupied orbital energy (eV): -10.11
E_tot (eV): -178918.174
Total charge: 0

=====

3.
# C11H18O7

3 unconnected molecules or ions with the total composition C11H18O7 (ωB97M-V with the def2-TZVPD basis set, the OMol25 dataset).

Structure (XYZ):
```
36
Properties=species:S:1:pos:R:3:forces:R:3:lowdin_charge:R:1
C -2.137 -0.370 0.412 -0.06 -0.38 -0.28 -0.003
C -0.566 -0.782 0.186 1.27 -6.14 1.07 -0.261
O -0.186 -2.045 0.451 -2.13 7.91 -1.66 -0.016
O 0.459 0.132 -0.342 -1.67 -1.11 3.16 -0.109
C 1.373 0.459 0.785 1.74 0.78 0.74 -0.106
C 0.888 1.780 1.635 -1.52 4.69 -1.47 -0.006
C 0.473 3.070 1.022 1.01 -3.02 2.64 0.104
C 0.133 4.090 2.267 -2.28 4.26 -1.72 -0.213
O -0.552 5.234 2.216 4.97 -7.92 0.85 0.023
O 0.772 3.515 3.487 -2.35 -2.14 -2.08 0.033
C 0.733 2.063 3.243 -0.21 -5.69 1.18 -0.201
O 0.561 1.016 4.053 1.23 7.74 -4.41 0.030
H -2.630 -0.088 -0.624 1.23 -0.22 2.12 0.104
H -2.270 0.490 1.213 0.52 -1.65 -1.89 0.103
H -2.722 -1.337 0.791 1.70 1.99 -0.72 0.090
H 2.405 0.762 0.270 -2.45 -0.56 1.06 0.142
H 1.607 -0.454 1.483 -0.92 1.78 -1.38 0.153
H 0.407 3.322 -0.132 -0.07 -0.42 2.89 0.146
C -2.906 -5.555 -0.173 -0.06 -0.24 -0.08 -0.094
C -3.349 -4.118 0.004 0.33 -0.16 0.12 -0.328
O -2.703 -3.546 1.132 0.02 0.05 0.14 -0.116
H -3.141 -6.143 0.720 -0.06 0.12 -0.13 0.078
H -3.398 -6.012 -1.036 0.09 -0.02 0.05 0.073
H -1.822 -5.612 -0.315 -0.10 0.04 -0.10 0.075
H -4.429 -4.067 0.168 0.17 0.10 0.10 0.114
H -3.105 -3.520 -0.880 -0.12 -0.06 -0.19 0.106
H -1.744 -3.588 0.973 -0.32 0.25 0.09 0.062
C 2.988 3.264 -2.591 0.06 0.23 0.01 -0.094
C 3.540 1.859 -2.708 -0.22 0.16 -0.06 -0.309
O 2.856 0.993 -1.815 -0.24 -0.13 0.00 -0.110
H 3.096 3.636 -1.566 0.10 -0.05 -0.12 0.074
H 3.508 3.946 -3.270 -0.12 0.00 0.07 0.076
H 1.919 3.281 -2.824 0.08 0.00 -0.13 0.072
H 4.604 1.842 -2.452 -0.20 -0.15 0.05 0.117
H 3.424 1.475 -3.727 0.15 0.11 -0.06 0.111
H 1.914 1.008 -2.055 0.41 -0.16 0.16 0.079
```
Forces are in eV/Å.

Values from the calculation:
Orbital gap (eV): 8.600
Energy above the lowest of the compared OMol25 structures with the same formula, charge and spin (eV): 0.000
Highest occupied orbital energy (eV): -10.18
E_tot (eV): -26024.406
Total charge: 0

=====

4.
# C7H6N2O3

C7H6N2O3 in the gas phase (ωB97M-V with the def2-TZVPD basis set, the OMol25 dataset).

Structure (XYZ):
```
18
Properties=species:S:1:pos:R:3:forces:R:3:lowdin_charge:R:1
C -0.216 1.328 -1.333 -0.50 -0.99 -1.20 -0.003
C -0.888 0.491 -2.164 1.76 0.70 3.81 -0.063
C 1.678 0.892 0.017 0.19 0.11 0.41 -0.434
C 1.087 -1.359 0.423 0.31 1.42 0.83 -0.335
C 0.165 0.981 0.081 -1.33 -2.05 0.24 -0.073
C -0.259 -0.591 0.494 2.33 1.91 -2.08 -0.347
C -0.880 -0.779 1.841 0.39 0.52 -1.36 0.015
N -1.359 -0.691 -1.587 -1.12 -2.20 -0.72 0.010
N -1.087 -1.234 -0.520 -0.89 0.21 0.33 0.085
O 2.471 1.735 -0.279 -0.50 -0.09 0.19 0.167
O 1.356 -2.505 0.589 -0.34 0.94 -0.37 0.192
O 2.084 -0.370 0.307 0.72 -1.17 -0.26 0.149
H 0.254 2.252 -1.558 -0.05 0.86 -0.93 0.106
H -1.128 0.404 -3.178 -0.01 1.17 -1.39 0.090
H -0.232 1.827 0.701 0.63 -1.02 0.04 0.173
H -0.676 -1.775 2.158 -0.16 -0.60 0.63 0.092
H -1.888 -0.611 1.565 -1.49 0.01 0.81 0.085
H -0.482 0.005 2.444 0.06 0.25 1.04 0.091
```
Forces are in eV/Å.

Values from the calculation:
Orbital gap (eV): 8.453
Energy above the lowest of the compared OMol25 structures with the same formula, charge and spin (eV): 2.930
Highest occupied orbital energy (eV): -9.09
E_tot (eV): -16476.134
Total charge: 0

=====

Question: Number 1 is which compound?
Answer: C3H3NO2

=====

Copy entry 1 word for word.
# C3H3NO2

C3H3NO2 in the gas phase (ωB97M-V with the def2-TZVPD basis set, the OMol25 dataset).

Structure (XYZ):
```
9
Properties=species:S:1:pos:R:3:forces:R:3:lowdin_charge:R:1
C 0.397 0.088 -0.070 -1.21 -2.72 0.88 -0.349
C -0.034 -1.406 -0.150 4.63 2.43 0.53 -0.101
C 1.682 0.071 0.123 1.81 -0.53 -0.65 -0.173
N -0.431 1.162 0.192 -3.64 -0.71 -0.76 0.049
O 2.827 -0.027 0.046 0.57 0.19 0.47 0.207
O -1.164 -1.618 -0.607 -4.53 -0.23 -1.03 0.042
H -1.340 0.708 0.503 1.35 1.63 -0.08 0.106
H -0.131 1.900 0.788 0.22 0.17 0.53 0.079
H -1.806 -0.878 -0.825 0.79 -0.23 0.13 0.139
```
Forces are in eV/Å.

Values from the calculation:
Orbital gap (eV): 8.245
Energy above the lowest of the compared OMol25 structures with the same formula, charge and spin (eV): 4.926
Highest occupied orbital energy (eV): -8.04
E_tot (eV): -8740.205
Total charge: 0

=====

Question: total charge of number 4 (C7H6N2O3)?
Answer: 0